Record 1
Formula: C4H7Cl2NO
Source: the OMol25 dataset
Level of theory: wB97M-V/def2-TZVPD

The energy relative to the best compared isomer or geometry (same formula, charge and spin) is 2.358 eV. The calculation puts the gap between HOMO and LUMO (alpha / beta) at 9.118 / 9.117 eV. The value obtained for the LUMO energy (alpha / beta) is -0.09 / -0.09 eV.

Geometry as XYZ:
```
15
Properties=species:S:1:pos:R:3:nbo_charge:R:1
H -2.037 -0.888 0.021 0.21
O 1.095 -1.395 -1.608 -0.48
H -0.048 1.881 0.964 0.35
Cl 2.583 0.545 0.298 0.06
H 0.223 -0.057 1.820 0.18
H -0.640 -1.969 -0.068 0.24
C -0.605 0.027 1.171 -0.26
N -0.296 1.145 0.317 -0.57
H -1.398 0.515 1.811 0.21
C -1.186 -1.225 0.621 -0.65
H -1.615 -1.889 1.471 0.22
Cl 1.435 2.385 -1.750 0.07
H 0.254 0.202 -2.526 0.13
C 0.895 -0.230 -1.734 0.41
C 1.339 0.953 -0.808 -0.12
```


Record 2
Formula: C2H5CdO
Source: the OMol25 dataset
Level of theory: wB97M-V/def2-TZVPD

The spin multiplicity is 2. The calculation puts the gap between HOMO and LUMO (alpha / beta) at 5.143 / 5.293 eV. The value obtained for the LUMO energy (alpha / beta) is -1.58 / -1.80 eV.

Geometry as XYZ:
```
9
Properties=species:S:1:pos:R:3:nbo_charge:R:1
H -1.371 -0.099 1.025 0.33
H 1.901 -0.070 1.476 0.24
C -0.291 -0.375 1.101 -0.51
H 1.382 -1.833 1.404 0.22
C 1.096 -0.799 1.651 -0.62
H 1.070 -0.857 2.753 0.20
H -0.756 -0.537 2.105 0.23
Cd -0.339 -0.486 -1.472 0.95
O 0.114 0.893 -0.304 -1.04
```


Record 3
Formula: C4H6O
Source: the OMol25 dataset
Level of theory: wB97M-V/def2-TZVPD

The energy relative to the best compared isomer or geometry (same formula, charge and spin) is 3.853 eV. The calculation puts the gap between HOMO and LUMO (alpha / beta) at 9.498 / 9.497 eV. The value obtained for the LUMO energy (alpha / beta) is 0.25 / 0.25 eV.

Geometry as XYZ:
```
11
Properties=species:S:1:pos:R:3:nbo_charge:R:1
H -1.522 1.489 -0.900 0.18
H 0.017 -1.866 0.502 0.20
H 1.416 1.287 -1.233 0.20
C 0.893 -1.273 0.760 -0.19
H -1.278 -0.283 -0.978 0.17
H 1.032 -1.034 1.812 0.21
C 1.126 0.511 -0.532 0.01
C 1.599 -0.667 -0.189 -0.13
C -1.259 0.604 -0.322 -0.26
H -2.000 0.455 0.475 0.19
O -0.005 0.832 0.275 -0.57
```


Record 4
Formula: C5H8N2
Source: the OMol25 dataset
Level of theory: wB97M-V/def2-TZVPD

The energy relative to the best compared isomer or geometry (same formula, charge and spin) is 4.591 eV. The calculation puts the gap between HOMO and LUMO at 8.057 eV. The value obtained for the LUMO energy is 0.26 eV.

Geometry as XYZ:
```
15
Properties=species:S:1:pos:R:3:nbo_charge:R:1
H -1.532 -0.222 -1.373 0.20
H 2.150 1.730 -0.137 0.21
C -2.116 0.062 0.651 -0.62
H 2.704 -0.262 0.856 0.21
C -1.027 -0.020 -0.428 -0.07
H -2.314 1.285 0.663 0.21
N 1.014 -1.193 0.251 -0.21
C -0.143 1.318 -0.337 -0.18
H -0.333 2.334 -0.516 0.22
C 1.753 -0.095 0.363 -0.07
H -2.974 -0.596 0.564 0.21
C 1.220 1.051 -0.010 -0.26
N -0.165 -1.073 -0.523 -0.47
H -1.506 -0.283 1.427 0.21
H -0.263 -2.018 -1.016 0.41
```


Record 5
Formula: C3H10N3O
Source: the OMol25 dataset
Level of theory: wB97M-V/def2-TZVPD

As for the net charge: +1. The energy relative to the best compared isomer or geometry (same formula, charge and spin) is 3.926 eV. The calculation puts the gap between HOMO and LUMO at 9.284 eV. The value obtained for the LUMO energy is -3.34 eV.

Geometry as XYZ:
```
17
Properties=species:S:1:pos:R:3:nbo_charge:R:1
N -2.104 -0.233 -0.438 -0.70
O 0.896 -0.769 -0.895 -0.50
N 2.700 0.235 0.043 -0.85
H -1.104 -1.717 0.586 0.25
C 1.698 -0.729 0.207 0.30
H -2.061 0.771 -0.573 0.45
H -1.483 -0.092 1.432 0.23
H 0.173 1.623 -1.320 0.40
H 0.589 1.960 0.229 0.41
H -1.764 -0.684 -1.277 0.44
C -1.010 -0.608 0.610 -0.23
H 3.471 0.079 0.632 0.39
H 1.913 -1.590 0.970 0.22
H -3.101 -0.481 -0.140 0.45
N -0.001 1.414 -0.363 -0.88
C 0.185 0.043 0.072 0.23
H 3.079 0.441 -0.871 0.40
```


Record 6
Formula: CH3NO2S
Source: the OMol25 dataset
Level of theory: wB97M-V/def2-TZVPD

The energy relative to the best compared isomer or geometry (same formula, charge and spin) is 5.125 eV. The calculation puts the gap between HOMO and LUMO at 9.963 eV. The value obtained for the LUMO energy is 0.40 eV.

Geometry as XYZ:
```
8
Properties=species:S:1:pos:R:3:nbo_charge:R:1
C -1.619 0.657 0.324 -0.11
H -1.171 1.314 0.944 0.17
O 0.219 -0.726 -0.685 -0.67
N -1.077 -0.257 -0.315 -0.07
H 2.119 0.378 -0.698 -0.01
S 1.852 -1.029 -0.500 1.39
H -2.645 0.721 0.046 0.21
O 2.322 -1.059 0.883 -0.91
```


The records above yield E values of -1206.8826, -321.8059, -231.0821, -304.6668, -359.4956, -643.1258 a.u., respectively.